Below is a 2-piece molecular cluster, C11H11N overall in a non-equilibrium geometry, with properties calculated with ωB97M-V/def2-TZVPD.

Structure (XYZ):
```
23
Properties=species:S:1:pos:R:3:forces:R:3
C -1.0008 -2.0169 3.2682 0.18 3.60 -0.72
C -1.1951 -2.9228 2.1962 -1.11 0.18 2.25
C -0.8335 -2.6055 0.9180 2.02 2.65 2.75
C -0.0257 -1.4575 0.7580 -0.74 -0.55 -2.83
C 0.0730 -0.4551 1.6672 0.27 -0.18 1.41
C -0.5164 -0.7334 2.9102 1.22 -1.87 -0.49
H -1.2691 -1.8219 4.3511 -0.21 -2.27 -1.25
H -1.7360 -3.7906 2.4804 -0.34 -1.01 -0.36
H -1.0212 -3.1373 0.0813 -0.63 -2.14 -2.23
H 0.3954 -1.3108 -0.2584 -0.87 -0.69 1.44
H 0.7121 0.4267 1.5209 -0.67 -0.53 0.09
H -0.2863 -0.1396 3.7362 -0.07 1.54 1.02
C 0.9699 0.4681 -1.3090 -0.57 1.55 -1.22
C 1.0168 1.7679 -0.6949 0.06 -0.56 -1.17
C 0.6771 2.9566 -1.3703 -0.98 -1.27 -0.86
N 0.2287 2.9142 -2.6771 1.41 0.30 1.97
C 0.1547 1.7158 -3.1764 -0.02 -1.81 0.81
C 0.3650 0.4550 -2.5603 0.78 0.30 0.69
H 1.3711 -0.4735 -0.8916 0.02 1.59 -0.22
H 1.2804 1.6924 0.3207 0.69 0.95 0.99
H 0.6816 3.9762 -0.9743 0.19 -0.64 0.39
H 0.0402 1.6323 -4.1941 -1.02 0.22 -2.44
H 0.1213 -0.4873 -3.0741 0.39 0.66 -0.01
```
Positions in Å, forces in eV/Å.

Results
E_LUMO = 0.0254 hartree
Energy relative to the best compared isomer or geometry (same formula, charge and spin) = 3.1794 eV
Frontier orbital gap = 10.030 eV
Net charge = 0